Below is a structure of composition C35H95AgN8O9 at a distorted geometry, with properties calculated with ωB97M-V/def2-TZVPD.

Geometry as XYZ:
```
148
Properties=species:S:1:pos:R:3:forces:R:3
H 3.94945 -2.20867 -1.41226 -0.1905 0.1348 0.1459
H -0.33428 -2.14241 2.04283 -0.2657 -0.0848 -0.1739
H -4.55935 -1.19703 2.41126 -0.2817 0.0080 -0.0132
N -5.63340 1.18457 2.99711 0.3377 1.4757 -0.0735
H 3.59401 1.77968 -1.89408 0.4451 -0.4750 0.2934
N -2.70447 2.82574 3.32838 0.1274 -0.5654 -0.2755
H 1.41767 -4.66882 -0.11623 0.0801 -0.1661 0.3707
H 2.62258 -1.01367 -2.99271 0.2773 0.5710 0.2779
H 1.05404 -5.15373 -2.29495 -0.6667 0.4603 -0.2420
O -0.51053 -3.25643 3.81832 -0.5776 0.7255 -0.2188
C -8.43471 1.40612 0.05879 0.5670 -1.6149 -0.5312
N 6.78264 -0.61014 -1.88063 1.0314 1.2770 -0.0209
H 0.05810 4.22616 -0.64317 1.1573 -0.5976 1.0344
H 0.44523 -3.21615 0.01645 -0.1110 0.0367 -0.2286
C 4.90101 -1.91115 -1.85286 -1.1076 -1.2816 0.0815
H 4.14495 -4.55669 -3.18023 0.7980 0.1755 -0.2900
H 0.36138 -3.02093 -3.84998 -0.2312 0.8508 0.6002
C -0.20707 -0.01247 -0.10711 -0.5664 -0.2134 -0.8003
H -0.99698 -4.92458 2.58433 -0.3502 -0.3190 0.1648
H -5.98352 0.18732 -0.15700 -0.1672 -0.0591 -0.3722
H -1.69048 -1.49187 3.88735 0.0081 -0.0488 -0.3763
H 4.28266 4.61530 -1.00177 -0.3641 0.3039 0.5053
H -4.63371 1.64378 1.16979 0.1395 0.1986 0.3985
H 5.56302 -0.24362 2.70944 -0.2436 -0.1140 -0.1696
C -5.11439 0.80814 1.67846 -0.5342 -1.4847 0.9150
C 0.95223 1.21384 4.92837 0.7625 0.0771 -0.3735
H 7.08817 -1.16007 2.88003 -0.1444 -0.3631 0.2809
C -3.66768 2.73328 5.55427 0.9289 0.8150 0.4518
H 0.07207 -1.02753 -0.38966 0.1875 -0.3450 0.1128
C 3.87601 2.63294 -4.37838 1.0257 0.7893 0.9555
H -1.05943 -2.90769 -2.09906 -0.0377 -0.2864 -0.0404
H -0.53701 5.54214 -0.19811 -0.1136 0.4997 0.2512
C 4.28204 3.55974 -0.72993 0.9399 -1.0009 -1.9890
C 5.63732 -0.87888 -1.08384 -0.0231 -0.7388 1.2934
C -4.48573 -2.61716 -1.53457 0.4715 0.9036 -0.7751
C 3.67063 2.86308 -1.98607 0.0073 0.4021 0.2235
H 1.21836 1.37616 5.97285 -0.3265 0.6214 0.2505
H 7.23983 0.15767 -1.40996 0.6085 0.2717 -0.2243
H 2.62763 3.17499 -2.04045 -0.2821 0.3405 -0.0908
H 2.79301 0.58624 1.43524 0.0056 0.5528 0.0997
H 5.00874 -1.34420 0.87868 -0.1130 -0.2800 0.3844
H 7.40680 -1.40059 -1.80508 0.2458 -0.1767 -0.1167
H 0.15191 5.59183 -4.08745 0.2758 0.0039 -0.6538
Ag -0.29845 3.08172 2.39934 0.2998 0.6081 -1.3886
O -0.13574 1.97138 4.42595 -0.3643 -1.0791 1.6431
H 4.70946 -1.57643 -2.87236 0.1171 0.0908 0.1458
H 3.55883 -4.78962 -4.82276 -0.1561 0.0562 -0.0748
H -2.50694 1.72821 -1.34866 0.9013 -0.0683 -0.6506
C 1.34169 -3.04281 -4.32603 -1.0608 0.2853 0.2780
H -1.15759 6.02247 -2.16704 -0.5469 -0.2169 -0.7756
H -2.26374 -2.22227 -3.16968 0.0378 0.5304 0.2108
H -2.74898 -1.72426 -0.70597 0.6090 -0.1220 0.2498
N 1.79631 -5.18199 -2.97931 -1.5956 -0.9596 -0.4102
H 1.27737 0.11593 2.16628 -0.0880 -0.2420 0.1335
C 5.98062 -1.32630 0.38551 -0.5683 1.0529 -0.4424
C -2.96688 -2.70403 -1.13101 -1.2886 1.3384 -1.9886
C 1.02428 0.85754 0.15533 -0.6306 0.3683 0.1980
H -4.20881 1.79856 5.40738 0.2258 -0.0601 -0.1978
N -0.48096 -4.98626 1.71830 0.0086 0.0541 0.0104
O -2.31273 3.83431 -1.66427 -1.3669 -1.5122 0.0152
H -0.49658 3.01408 -2.11586 0.3332 -0.1522 -0.5278
H 2.09902 -3.13767 0.51372 0.1746 -0.1510 0.1360
H 1.04305 6.44351 -2.87149 0.5495 -0.3531 0.0649
O 1.83297 -1.71874 -4.68923 -0.3411 -2.0707 -1.3046
H -1.97394 3.90534 4.99165 0.4298 -0.1578 -0.2508
H 1.00792 -3.57873 -5.21456 1.0301 0.0544 -0.6045
N 3.52835 3.19951 0.40655 -0.3714 0.1703 1.1191
C -3.06523 2.59384 -1.70515 0.5410 0.3900 1.0971
H 5.47157 -2.83815 -1.90969 0.2696 -0.0702 -0.1203
H 1.80806 1.49369 4.31409 0.0105 0.1617 0.0536
H 5.83413 2.09554 -0.28385 -0.2713 -0.2779 0.0830
H -6.19173 1.98847 2.74787 -0.2598 0.5533 0.6096
C 0.64663 5.46035 -3.12513 -0.7802 0.6979 -1.7434
O 4.38228 3.21326 -3.14931 -0.4002 -0.2476 -1.2590
O -5.49498 -2.29505 -0.56631 1.8745 -1.1500 0.0143
H -9.14841 2.21893 0.19321 0.4938 0.1369 0.4033
C -1.12135 3.84429 -2.44528 -1.3770 1.3671 0.0216
C -2.10973 -2.96324 -2.38524 -0.3665 1.2003 -0.3522
O 6.80937 -0.35449 1.04054 -0.5860 -0.0139 -1.6870
C 6.60683 -0.30691 2.40197 0.5407 0.2055 1.1329
H -4.60328 -1.80756 -2.25486 0.3284 -0.0703 -0.6667
C -6.78376 -2.53636 -1.09934 0.9316 0.3960 1.0599
O -7.26308 1.50341 0.82251 0.5763 1.0399 0.8391
H -6.94985 -1.86590 -1.94254 -0.4381 0.1516 -0.0098
H 4.07119 -3.14762 -4.33905 0.1083 -0.1925 0.1386
H 2.53546 3.17975 0.22248 -0.7959 0.2924 0.1561
H -2.33980 -3.86680 -2.94982 0.0055 -0.5724 0.6416
H -6.33756 0.52971 3.30601 0.0640 -0.5422 -0.0182
H -1.04860 -4.50492 1.03551 -0.5302 -0.1088 -0.2952
H 4.99647 -0.00202 -0.99155 0.2140 0.3030 -0.0494
H 7.10673 0.57479 2.80297 0.0233 0.1293 -0.1604
C -0.46586 5.18011 -2.17427 0.5635 0.3047 0.5226
H 2.25367 -3.31199 -2.45406 0.7381 0.8276 -0.1067
H 6.39613 3.31054 -1.36295 -0.2728 0.2119 -0.2931
C 1.22892 -3.79414 0.50620 -0.3938 0.5544 0.7880
H 2.92355 3.03958 -4.71833 -0.3267 0.0714 0.4016
H 1.37316 -4.73906 2.48654 0.3388 0.5314 0.3330
H -1.22979 1.82887 6.20367 0.2148 0.0636 0.1878
H -3.10620 -4.55113 -0.80868 0.3615 -0.9436 0.0268
H 3.71259 2.23266 0.63317 0.2956 -0.1458 0.1329
C -6.32568 0.42116 0.85114 -0.2206 -0.0531 -1.4434
H -3.43487 2.13187 3.40019 -0.4571 -0.3041 -1.0029
H -3.38036 2.84545 6.59972 -0.3016 -0.1213 0.3185
H -3.58829 2.36675 -2.63410 0.2798 0.2624 -0.3533
C 5.73538 3.15730 -0.50971 0.7229 -0.2954 -0.1673
H -3.13131 3.66900 2.97225 0.1061 0.3109 -0.0359
H -3.37164 0.06435 2.66393 0.1353 0.0029 -0.2074
C -2.36525 2.92490 4.72013 -0.7015 -1.1068 1.4704
H 6.22221 3.65806 0.32716 -0.3586 0.2805 0.1545
H -1.39424 3.95097 -3.49516 0.0187 -1.1318 -0.4679
H -3.80427 2.55885 -0.90471 -0.3777 1.0212 -0.0435
H 0.90615 0.12701 4.85919 -0.7527 -0.2194 -0.4152
H 1.38146 4.66465 -3.24760 0.1501 0.1777 0.4300
H 2.46446 -5.70521 -2.43167 0.8598 0.2670 -0.4496
H 3.82359 1.54718 -4.29797 0.0344 -0.0777 -0.0222
H 1.61888 0.79542 -0.75609 0.4463 -0.2084 -0.6841
C 3.61157 -4.07615 -4.00040 0.0442 0.1077 0.5376
C -1.38151 1.78571 5.12514 0.4104 1.1910 -0.5953
C 1.86722 -0.70880 -3.71699 0.2337 -1.5443 1.1728
H -0.37637 -1.59314 5.05703 0.0357 0.0455 0.1319
C 2.24411 -3.85801 -3.39739 0.5485 0.2823 0.3752
H 4.61227 2.93207 -5.12440 0.0177 -0.2870 -0.0835
C 0.23308 -2.82196 2.67876 1.0297 -1.1644 0.5310
H -7.32872 -2.30445 -0.18428 -1.1177 -0.1502 -0.6948
N 0.12590 5.20526 -0.88161 -0.0500 -0.8177 1.9290
N -2.74406 -3.79011 -0.25208 -0.7192 -0.3506 1.0263
H 2.16769 -0.88550 0.94438 -0.5859 -0.3970 -0.1478
H -1.81950 -2.64092 5.22133 0.0692 0.1324 0.1207
H -4.68675 -3.56896 -2.02628 -0.4610 -0.2875 -0.0917
O 0.71816 2.18513 0.38182 0.0548 -0.6459 0.4582
H -6.80346 -0.47797 1.24023 -0.1177 -0.2125 0.2555
H 2.15555 0.23633 -4.17711 -0.5107 -0.1450 0.0620
H -3.52653 -3.64716 0.37033 0.0593 -0.4230 1.2631
H -6.88320 -3.56995 -1.43086 -0.2179 -0.1315 0.1000
H -0.78015 0.34561 -0.96236 0.0323 0.3701 -0.1831
C 1.83342 0.11223 1.22879 0.6905 0.7001 0.3632
H 0.93654 -0.76163 -3.15207 -0.3519 0.8898 -0.0541
C 0.67130 -4.12152 1.92607 -0.0188 0.3273 -1.1046
H 1.10131 -2.28426 3.05976 0.2738 0.2475 -0.1999
H -3.59684 -0.65989 1.04165 0.1134 0.0570 0.0322
C -1.12575 -2.17564 4.52110 0.2422 -0.7516 0.0216
H -1.78240 0.79839 4.89582 -0.2777 -0.1401 -0.2004
H -8.18863 1.31558 -0.99920 0.0447 0.2920 -0.3450
C -4.09763 -0.32416 1.94972 -0.2894 0.3381 -0.6432
H -0.93796 -0.07738 0.69892 0.1935 0.1801 0.5071
H -8.91106 0.45359 0.29090 -0.5124 -0.1212 0.1935
H -4.32515 3.56647 5.30600 -0.1892 -0.0813 0.0192
H 6.46672 -2.29724 0.48090 -0.0209 -0.3129 -0.3494
```
Positions in Å, forces in eV/Å.

## Properties
electronic energy = -2652.3955 hartree
2S+1 = 2
gap between HOMO and LUMO (alpha / beta) = 2.54 / 6.37 eV
charge = -1
expectation value of S² = 0.75
LUMO energy (alpha / beta) = 1.902 / 1.900 eV

Löwdin population analysis, charges in e, atoms 1 to 6: atom 1 (H): 0.068, atom 2 (H): 0.111, atom 3 (H): 0.081, atom 4 (N): 0.044, atom 5 (H): 0.102, atom 6 (N): 0.000